Entry 1:
12 unconnected molecules or ions with the total composition C43H67N9O5 at a distorted geometry. Source: the Open Molecules 2025 dataset; level of theory: the ωB97M-V functional and the def2-TZVPD basis.

For the lowest unoccupied orbital energy (spin up / spin down), the calculation gives -3.77 / -7.43 eV. The expectation value of S² is 0.76. As for the spin multiplicity: 2. The HOMO energy (spin up / spin down) comes out at -0.3336 / -0.3336 hartree. Its total energy is -2547.2544 Eh. As for the net charge: +1.

```
124
Properties=species:S:1:pos:R:3:forces:R:3
C -3.727 -0.528 3.913 -0.4 -1.2 -0.4
C -3.385 -2.083 3.776 -1.7 0.7 0.5
O -4.251 -2.917 4.012 1.3 1.4 -0.2
C -2.038 -2.430 3.295 1.2 -0.3 -0.1
H -3.284 -0.009 4.762 -0.2 -0.5 0.2
H -4.817 -0.535 3.929 0.0 0.3 0.3
H -3.411 0.081 3.066 0.2 -0.4 -0.4
H -1.930 -2.147 2.248 -0.2 -0.2 -0.3
H -1.795 -3.483 3.441 -0.3 0.0 -0.2
H -1.238 -1.854 3.761 -0.2 0.2 0.3
C -1.124 -0.007 6.345 1.3 0.7 -2.0
C -0.237 0.085 5.090 -1.4 1.3 -1.6
O -0.653 0.730 4.109 0.8 -0.8 1.6
C 1.110 -0.578 5.022 0.0 0.4 -0.7
H -1.477 -1.038 6.306 0.0 0.0 1.0
H -1.933 0.702 6.169 0.0 -0.2 0.3
H -0.445 0.353 7.118 -0.5 -0.7 0.7
H 1.481 -0.441 4.006 -0.1 -0.2 -0.1
H 1.082 -1.646 5.238 0.1 0.1 0.4
H 1.825 -0.019 5.625 -0.1 -0.3 0.5
C 5.802 1.551 -1.710 -0.1 1.1 0.0
C 6.438 0.540 -0.833 0.1 -0.4 1.3
O 5.742 -0.313 -0.313 0.5 0.0 -0.3
C 7.928 0.713 -0.482 -1.5 -1.0 -0.5
H 6.391 2.468 -1.700 0.3 -0.1 -0.6
H 4.849 1.871 -1.288 -0.1 -0.6 -0.1
H 5.647 1.142 -2.709 0.1 0.2 -0.1
H 8.257 -0.249 -0.091 0.2 0.2 0.1
H 7.924 1.464 0.309 0.5 0.2 -0.2
H 8.465 0.984 -1.390 0.2 0.3 0.3
C -1.053 1.085 0.933 -0.5 -1.3 -1.1
C -0.364 0.374 -0.244 0.8 0.6 -1.5
O -0.849 -0.502 -0.970 0.0 0.4 1.3
N 0.855 0.918 -0.487 1.3 -0.4 -0.4
C 1.929 0.495 -1.461 -1.7 0.2 0.0
H -0.922 2.166 0.878 0.2 -0.1 0.1
H -0.646 0.652 1.847 -0.2 0.4 0.2
H -2.104 0.836 0.787 -0.2 0.0 0.4
H 1.110 1.723 0.067 0.0 -0.4 0.1
H 1.520 -0.211 -2.183 -0.1 -0.1 0.2
H 2.822 0.051 -1.023 -0.2 0.1 0.4
H 2.190 1.388 -2.029 0.2 0.0 0.0
C -3.754 -5.478 -2.825 0.6 0.2 0.8
C -2.327 -5.336 -2.248 -0.1 -1.1 0.0
O -1.504 -6.151 -2.636 0.3 0.2 0.0
N -2.038 -4.425 -1.292 0.2 0.8 1.1
C -0.788 -4.377 -0.500 -0.1 -0.6 -0.2
H -4.513 -5.666 -2.066 0.2 0.0 0.3
H -3.642 -6.397 -3.401 -0.4 0.5 -0.5
H -4.087 -4.585 -3.353 0.2 -0.3 -0.4
H -2.782 -3.846 -0.930 -0.1 -0.1 -0.2
H -0.416 -3.363 -0.353 0.0 0.1 -0.6
H -0.048 -5.053 -0.929 0.0 0.5 -0.6
H -0.845 -4.776 0.512 -0.8 -0.1 0.2
N 2.358 -3.342 0.269 -0.9 1.8 2.5
C 2.393 -4.597 0.764 0.4 -0.6 0.3
C 2.618 -4.536 2.157 -0.5 -2.2 -1.5
C 2.550 -3.236 2.560 0.1 2.7 -2.4
C 2.357 -2.465 1.349 0.5 -0.9 1.6
H 2.223 -3.027 -0.681 -0.1 -0.3 0.0
H 2.111 -5.364 0.058 0.6 -0.5 0.4
H 2.783 -5.368 2.826 -0.1 -0.2 -0.3
H 2.789 -2.891 3.555 -0.3 0.3 -0.1
H 2.154 -1.408 1.258 0.4 0.0 -0.3
N -6.474 -2.408 -0.896 2.1 0.6 -1.2
C -6.452 -1.490 0.084 0.8 1.7 0.8
C -5.157 -0.863 0.140 -2.5 -1.5 0.2
C -4.349 -1.497 -0.835 -2.4 -0.3 -0.7
C -5.242 -2.368 -1.525 1.4 -0.1 0.4
H -7.289 -2.797 -1.348 0.1 0.0 0.4
H -7.412 -1.287 0.535 0.4 0.3 0.5
H -4.899 -0.037 0.786 0.0 -0.2 0.1
H -3.353 -1.130 -1.034 0.1 -0.6 -0.4
H -5.093 -2.994 -2.393 0.2 0.1 0.1
N 1.745 3.836 0.262 -0.1 -0.1 0.8
C 1.323 3.567 1.527 0.8 -0.9 0.2
C 2.280 2.707 2.076 -2.3 0.6 2.7
C 3.327 2.483 1.219 -0.5 1.4 -2.2
C 2.908 3.183 0.077 1.8 -0.4 -1.2
H 1.155 4.357 -0.371 0.5 -0.1 -0.6
H 0.367 3.936 1.869 0.2 -0.1 0.2
H 2.097 2.307 3.062 0.4 -0.1 0.1
H 4.296 2.020 1.339 -0.4 -0.3 0.1
H 3.357 3.125 -0.904 0.0 0.5 0.1
N 0.854 6.048 -2.860 -1.0 -1.2 0.7
C 0.986 4.815 -3.437 -0.1 -0.8 -0.3
C 0.164 3.895 -2.783 1.6 -0.6 -1.6
C -0.442 4.528 -1.724 -0.3 3.4 0.2
C -0.064 5.895 -1.856 0.1 -0.7 1.5
H 1.394 6.885 -3.024 -0.2 -0.2 -0.2
H 1.605 4.624 -4.301 0.0 0.2 0.1
H 0.084 2.866 -3.098 -0.1 0.0 0.1
H -1.093 4.175 -0.938 -0.1 -0.2 -0.3
H -0.256 6.703 -1.165 -0.1 0.1 -0.2
N -2.855 4.163 2.268 1.5 1.5 1.7
C -2.116 5.269 1.942 0.2 -0.6 -2.1
C -1.610 5.990 3.043 -1.2 -1.2 0.1
C -2.171 5.316 4.089 0.8 -1.0 1.6
C -2.803 4.076 3.651 -0.9 0.9 -2.1
H -3.205 3.530 1.563 -0.1 -0.3 0.3
H -1.922 5.381 0.886 0.0 0.5 -0.1
H -0.908 6.811 3.064 -0.3 0.1 -0.2
H -1.983 5.542 5.128 -0.2 -0.1 0.1
H -3.302 3.227 4.092 0.3 0.2 0.6
N 4.362 -1.704 -2.761 -0.9 -0.1 0.0
C 3.742 -2.875 -2.474 -0.1 -1.6 -0.1
C 2.667 -3.115 -3.352 1.6 1.1 0.8
C 2.658 -1.970 -4.144 0.6 2.5 -1.4
C 3.674 -1.057 -3.765 0.0 -1.9 0.5
H 5.199 -1.390 -2.291 -0.4 0.1 0.1
H 4.183 -3.531 -1.738 -0.1 0.0 0.0
H 2.020 -3.966 -3.508 0.2 0.0 0.4
H 2.104 -1.803 -5.056 -0.5 0.0 0.2
H 4.071 -0.089 -4.034 -0.6 -0.1 -0.6
N -1.559 -0.448 -3.793 -2.2 -0.1 -1.1
C -1.056 0.425 -4.678 1.3 1.0 -0.9
C -2.020 0.868 -5.589 1.6 0.4 1.3
C -3.228 0.299 -5.187 0.4 -1.6 1.2
C -2.891 -0.580 -4.128 -1.1 0.8 0.1
H -1.158 -0.797 -2.935 0.2 0.0 -0.1
H -0.007 0.674 -4.610 0.0 0.1 -0.2
H -1.792 1.650 -6.298 -0.3 -0.2 -0.2
H -4.203 0.496 -5.609 0.0 -0.3 0.1
H -3.533 -1.171 -3.492 0.0 0.0 -0.2
```
Positions in Å, forces in eV/Å.

Entry 2:
A molecular structure, C43H68AsN7Si3Tc. Source: the Open Molecules 2025 dataset; level of theory: the ωB97M-V functional and the def2-TZVPD basis.

The energy above the lowest of the compared OMol25 structures with the same formula, charge and spin comes out at 0.673 eV. For the lowest unoccupied orbital energy (spin up / spin down), the calculation gives -5.27 / -7.65 eV. The expectation value of S² is 3.92. As for the spin multiplicity: 4. The HOMO energy (spin up / spin down) comes out at -0.4630 / -0.4641 hartree. Its total energy is -5247.1377 Eh. As for the net charge: +2.

```
123
Properties=species:S:1:pos:R:3:forces:R:3
Tc -0.840 0.942 0.397 -0.3 -0.4 0.6
C -4.392 1.173 0.810 -0.1 0.0 0.0
Si -3.166 0.240 -0.229 0.0 0.0 0.1
C -3.387 0.632 -2.038 0.0 0.0 -0.1
C -3.422 -1.621 -0.047 0.0 -0.1 0.1
C -0.587 0.386 2.194 0.1 0.2 -0.4
Si 1.087 1.122 2.818 0.0 -0.1 0.0
C 1.749 2.443 1.651 0.0 0.0 -0.1
C 0.992 1.917 4.510 0.0 0.0 0.1
C 2.377 -0.229 2.870 0.0 -0.1 0.0
Si -1.282 -0.976 3.334 0.0 0.0 0.0
C -0.767 -0.795 5.122 0.1 0.0 0.0
C -3.140 -1.100 3.354 -0.1 0.0 0.0
C -0.479 -2.618 2.832 0.0 -0.1 -0.1
C -0.837 -3.766 3.543 -0.1 0.0 0.0
C -0.153 -4.953 3.340 0.0 0.0 0.0
C 0.901 -4.959 2.441 0.0 0.0 0.0
C 1.193 -3.782 1.772 0.0 0.1 -0.1
N 0.523 -2.640 1.932 0.0 -0.1 0.2
H -5.393 0.884 0.473 0.0 0.0 0.0
H -4.296 2.252 0.687 0.0 0.0 0.0
H -4.316 0.947 1.874 0.0 0.0 0.0
H -4.405 0.341 -2.320 0.0 0.0 0.0
H -2.691 0.068 -2.665 0.0 0.0 0.0
H -3.259 1.687 -2.270 0.0 0.0 0.0
H -3.424 -2.095 -1.033 0.0 0.0 0.1
H -4.419 -1.783 0.373 0.0 0.0 0.0
H -2.718 -2.146 0.605 0.0 0.0 -0.1
H 1.124 3.337 1.646 0.0 0.0 0.0
H 1.872 2.113 0.612 0.0 0.0 0.0
H 2.735 2.739 2.025 0.0 0.0 0.0
H 1.476 2.896 4.465 0.0 0.0 0.0
H 1.530 1.311 5.241 0.0 0.0 0.0
H -0.015 2.071 4.885 0.0 0.0 0.0
H 2.462 -0.727 1.903 0.0 0.0 0.0
H 2.152 -0.999 3.611 0.0 0.0 0.0
H 3.332 0.234 3.146 0.0 0.0 0.0
H -1.083 0.140 5.582 0.0 0.0 0.0
H 0.308 -0.911 5.276 0.0 0.0 0.0
H -1.266 -1.601 5.667 0.0 0.0 0.0
H -3.556 -0.341 4.022 0.0 0.0 0.0
H -3.424 -2.076 3.757 0.0 0.0 0.0
H -3.615 -0.995 2.381 0.1 -0.1 0.1
H -1.648 -3.730 4.262 0.0 0.0 0.0
H -0.423 -5.848 3.885 0.0 0.0 0.0
H 1.487 -5.852 2.265 0.0 0.0 0.0
H 2.025 -3.749 1.072 0.0 0.0 0.0
C -2.690 2.756 4.565 0.0 0.0 0.0
C -1.824 3.315 3.435 0.0 0.0 0.0
C -2.623 4.060 2.400 0.0 0.0 0.1
C -3.559 4.989 2.847 0.0 0.0 0.0
C -4.309 5.742 1.966 0.0 0.0 0.0
C -4.156 5.542 0.607 0.0 0.0 0.0
C -3.254 4.607 0.108 -0.1 0.0 -0.1
C -3.248 4.398 -1.396 0.0 -0.1 0.0
C -4.632 4.044 -1.948 0.0 0.0 0.0
C -2.457 3.888 1.023 0.1 -0.1 -0.1
N -1.450 3.002 0.447 0.1 0.1 0.1
C -0.663 3.627 -0.398 0.3 0.0 -0.1
C 0.037 2.943 -1.415 -0.2 0.1 0.0
C 0.814 3.413 -2.475 0.1 0.0 0.0
C 1.022 2.313 -3.311 0.0 0.0 0.0
C 0.361 1.232 -2.721 0.0 0.0 0.1
N -0.251 1.601 -1.583 0.3 0.1 0.1
H -2.130 2.044 5.173 0.0 0.0 0.0
H -3.566 2.242 4.164 0.0 0.0 0.0
H -3.044 3.534 5.240 0.0 0.0 0.0
H -1.296 2.500 2.953 0.0 -0.1 -0.1
H -1.061 3.983 3.846 0.0 0.0 0.0
H -3.682 5.137 3.912 0.0 0.0 0.0
H -5.009 6.480 2.336 0.0 0.0 0.0
H -4.753 6.116 -0.090 0.0 0.0 0.0
H -2.553 3.610 -1.682 0.0 0.0 0.0
H -2.886 5.306 -1.887 0.0 0.0 0.0
H -5.042 3.167 -1.442 0.0 0.0 0.0
H -4.571 3.824 -3.015 0.0 0.0 0.0
H -5.344 4.857 -1.822 0.0 0.0 0.0
H -0.572 4.711 -0.350 -0.2 0.0 0.0
H 1.150 4.428 -2.624 0.0 0.0 0.0
H 1.541 2.302 -4.257 0.0 0.0 0.0
H 0.279 0.223 -3.103 0.0 0.0 0.0
C 2.638 -4.725 -2.306 0.0 0.0 0.0
C 1.154 -4.708 -2.661 0.0 0.0 0.0
C 0.301 -5.425 -1.622 0.0 0.0 0.0
C 0.616 -3.311 -2.956 0.0 0.1 0.1
N 0.614 -2.364 -1.817 0.1 -0.1 -0.1
C -0.423 -1.778 -1.227 -0.1 -0.1 0.1
N 0.037 -0.867 -0.400 0.1 0.1 -0.3
N 1.382 -0.894 -0.512 -0.1 -0.1 0.1
N 1.732 -1.790 -1.354 -0.1 0.1 0.0
H 2.985 -5.755 -2.217 0.0 0.0 0.0
H 2.826 -4.230 -1.352 0.0 0.0 0.0
H 3.242 -4.234 -3.073 0.0 0.0 0.0
H 1.027 -5.228 -3.615 0.0 0.0 0.0
H 0.367 -4.940 -0.649 0.0 0.0 0.1
H 0.638 -6.455 -1.500 0.0 0.0 0.0
H -0.751 -5.456 -1.915 0.0 0.0 0.0
H -0.425 -3.381 -3.269 0.0 0.0 0.0
H 1.177 -2.816 -3.747 0.0 0.0 0.0
H -1.454 -2.029 -1.401 0.0 0.0 0.0
C 5.321 1.887 0.628 0.0 0.0 0.0
As 4.206 0.700 -0.409 0.1 -0.1 0.0
C 4.524 1.199 -2.242 0.0 0.0 0.0
C 4.772 -1.176 -0.155 -0.1 0.2 0.0
C 6.260 -1.121 -0.100 0.0 -0.1 0.0
C 7.013 -1.154 -1.276 0.0 0.0 0.0
C 8.394 -1.062 -1.223 0.0 0.0 0.0
C 9.033 -0.932 0.004 0.0 0.0 0.0
C 8.291 -0.907 1.180 0.0 0.0 0.0
C 6.911 -0.998 1.129 0.0 0.0 0.0
H 6.331 1.836 0.221 0.0 0.0 0.0
H 5.321 1.591 1.674 0.0 0.0 0.0
H 4.923 2.895 0.524 0.0 0.0 0.0
H 5.593 1.086 -2.428 0.0 0.0 -0.1
H 4.230 2.239 -2.374 0.0 0.0 0.0
H 3.941 0.568 -2.907 0.0 0.0 0.0
H 4.363 -1.702 -1.016 0.0 0.0 0.0
H 4.301 -1.534 0.757 0.0 0.0 0.0
H 6.515 -1.277 -2.232 0.0 0.0 0.0
H 8.975 -1.103 -2.135 0.0 0.0 0.0
H 10.112 -0.863 0.045 0.0 0.0 0.0
H 8.794 -0.826 2.135 0.0 0.0 0.0
H 6.331 -0.991 2.046 0.0 0.0 0.0
```
Positions in Å, forces in eV/Å.

Question: The lowest spin multiplicity belongs to which entry?
Answer: C43H67N9O5